[1]
{
  "formula": "C34H30F5InN2O4S2Si",
  "method": "ωB97M-V with the def2-TZVPD basis set",
  "lumo_ev": 0.2,
  "orbital_gap_ha": 0.31414,
  "energy_ha": -3499.42999,
  "total_charge": 0,
  "species": ["In", "O", "N", "N", "O", "C", "C", "C", "C", "C", "C", "H", "H", "H", "H", "H", "C", "C", "S", "O", "C", "C", "H", "H", "H", "H", "H", "H", "H", "H", "H", "H", "O", "Si", "C", "C", "C", "C", "C", "C", "C", "C", "C", "C", "C", "C", "C", "C", "C", "C", "C", "C", "H", "H", "H", "H", "H", "H", "H", "H", "H", "H", "H", "H", "H", "H", "H", "F", "C", "C", "F", "C", "F", "C", "S", "C", "F", "C", "F"],
  "coordinates": [[-0.12784, 0.39886, 0.13814], [-1.04072, 0.26132, 2.11925], [-1.58596, -0.84927, 2.44168], [-1.53167, -1.74312, 1.54020], [-0.99308, -1.57336, 0.34156], [-2.10972, -3.03591, 1.81887], [-2.36106, -3.43059, 3.12533], [-2.93806, -4.66881, 3.34855], [-3.25181, -5.50383, 2.28260], [-2.97736, -5.09724, 0.98523], [-2.40140, -3.85695, 0.74578], [-2.10372, -2.77542, 3.94570], [-3.13774, -4.98794, 4.36388], [-3.70810, -6.46953, 2.46431], [-3.21134, -5.74572, 0.14989], [-2.17886, -3.52139, -0.25685], [-0.60991, -2.65031, -4.98296], [0.33070, -2.03141, -3.95387], [-0.51102, -0.77395, -2.98270], [0.48402, -0.47285, -1.85773], [-0.37404, 0.62678, -4.12262], [1.03420, 1.20238, -4.17378], [-0.09709, -3.44616, -5.52254], [-0.94802, -1.91970, -5.71999], [-1.49078, -3.07922, -4.50327], [1.21600, -1.57925, -4.39842], [0.65975, -2.75422, -3.20801], [-1.09289, 1.35516, -3.74731], [-0.72984, 0.26392, -5.08979], [1.41645, 1.36954, -3.16788], [1.01389, 2.15740, -4.69938], [1.73501, 0.54696, -4.69235], [1.75902, 0.84640, 0.58203], [3.09078, -0.09345, 0.63623], [3.07796, -1.14598, 2.19156], [2.00934, -1.06264, 3.09086], [1.94255, -1.88408, 4.21248], [2.95390, -2.80169, 4.45666], [4.03430, -2.88747, 3.58420], [4.09207, -2.06976, 2.46464], [4.58794, 1.02816, 0.60972], [5.86493, 0.50388, 0.35657], [6.99273, 1.31670, 0.37527], [6.86158, 2.67367, 0.64472], [5.60611, 3.21078, 0.89720], [4.48146, 2.39466, 0.87910], [3.24747, -1.32629, -0.78163], [2.73175, -2.62139, -0.63596], [2.85686, -3.56644, -1.64698], [3.50098, -3.23225, -2.83374], [4.00955, -1.94986, -3.00457], [3.88532, -1.01176, -1.98520], [1.23077, -0.32577, 2.92360], [1.10532, -1.80141, 4.89739], [2.90692, -3.44571, 5.32646], [4.83085, -3.59802, 3.77673], [4.93964, -2.15930, 1.79165], [5.98046, -0.55363, 0.13334], [7.97060, 0.89299, 0.17516], [7.73774, 3.31104, 0.65452], [5.50408, 4.26918, 1.10684], [3.50213, 2.81971, 1.07666], [2.22807, -2.89887, 0.28507], [2.46628, -4.56873, -1.50472], [3.62052, -3.97314, -3.61689], [4.51764, -1.68562, -3.92582], [4.29639, -0.01620, -2.12826], [-2.58309, 6.81766, 1.49695], [-2.43940, 5.62041, 0.93488], [-3.31707, 5.20095, -0.04453], [-4.30684, 6.00467, -0.43123], [-3.16562, 3.95594, -0.61833], [-4.03376, 3.58938, -1.56380], [-2.14881, 3.08744, -0.24274], [-2.04315, 1.50160, -0.98897], [-1.28496, 3.54681, 0.73860], [-0.27037, 2.76765, 1.15360], [-1.41487, 4.78684, 1.32677], [-0.55726, 5.18296, 2.26691]],
  "atomic_forces_ev_per_a": [[-0.340, -0.046, -0.406], [-0.089, -0.148, 0.270], [0.217, 0.115, -0.355], [-0.121, -0.368, -0.026], [0.083, 0.072, 0.420], [0.064, 0.175, -0.046], [0.050, 0.110, 0.054], [-0.020, -0.053, -0.009], [-0.010, 0.002, -0.020], [0.010, 0.002, 0.025], [-0.030, -0.082, -0.115], [-0.021, -0.028, -0.024], [0.009, 0.026, -0.033], [0.043, 0.044, -0.001], [0.001, 0.029, 0.034], [-0.010, -0.007, 0.041], [0.022, 0.058, 0.047], [-0.128, -0.032, -0.063], [0.214, 0.089, 0.175], [-0.289, 0.046, -0.091], [0.077, 0.024, 0.033], [-0.021, -0.013, -0.054], [0.015, 0.017, 0.024], [0.016, -0.028, 0.015], [0.025, 0.004, -0.012], [0.044, -0.042, 0.032], [0.016, -0.012, 0.011], [0.033, -0.006, 0.013], [0.009, 0.014, 0.021], [-0.026, 0.026, 0.003], [-0.006, -0.031, -0.004], [-0.034, 0.005, 0.010], [0.146, -0.308, -0.078], [-0.055, 0.213, 0.054], [-0.189, -0.008, 0.138], [0.121, 0.027, -0.009], [0.024, 0.014, -0.043], [0.023, 0.018, -0.049], [0.010, -0.011, 0.008], [-0.068, -0.001, 0.042], [0.266, -0.096, -0.086], [-0.069, 0.170, 0.050], [-0.103, -0.048, -0.003], [-0.029, -0.034, -0.006], [0.016, -0.014, -0.018], [-0.038, -0.046, 0.004], [-0.003, -0.173, -0.011], [0.034, 0.083, -0.099], [0.022, 0.027, -0.044], [0.017, 0.017, 0.060], [-0.023, 0.018, 0.044], [-0.083, 0.002, -0.014], [0.005, -0.055, 0.015], [0.036, 0.005, -0.042], [0.006, 0.013, -0.012], [-0.042, 0.039, -0.004], [-0.032, -0.012, 0.006], [-0.003, 0.066, 0.003], [-0.044, 0.023, 0.013], [-0.023, -0.011, 0.009], [-0.005, -0.031, -0.002], [0.052, -0.023, -0.020], [0.048, 0.003, -0.023], [0.010, 0.051, -0.004], [-0.018, 0.027, 0.026], [-0.010, -0.011, 0.037], [0.005, -0.059, 0.016], [-0.003, 0.086, 0.024], [-0.066, 0.132, 0.041], [-0.093, 0.070, -0.053], [-0.043, 0.022, -0.020], [-0.022, -0.035, -0.049], [-0.053, -0.022, -0.046], [0.045, -0.141, -0.001], [0.175, 0.020, 0.003], [-0.034, -0.044, 0.005], [0.108, 0.087, 0.033], [0.186, 0.004, 0.139], [-0.006, -0.016, -0.004]]
}



[2]
{
  "formula": "C34H30N2O4PRu",
  "method": "ωB97M-V with the def2-TZVPD basis set",
  "lumo_ev": [-4.1, -5.3],
  "orbital_gap_ha": [0.27673, 0.24277],
  "energy_ha": -2160.11500,
  "s2": 6.029,
  "spin_multiplicity": 5,
  "total_charge": 1,
  "species": ["Ru", "O", "C", "O", "C", "C", "C", "C", "C", "N", "C", "O", "O", "H", "H", "H", "C", "C", "C", "C", "C", "C", "C", "P", "C", "C", "C", "C", "C", "C", "C", "C", "C", "C", "C", "C", "C", "C", "H", "H", "H", "H", "H", "H", "H", "H", "H", "H", "H", "H", "H", "H", "H", "H", "H", "H", "H", "H", "C", "C", "C", "C", "N", "C", "C", "H", "H", "H", "H", "H", "H", "H"],
  "coordinates": [[-0.85663, 0.53725, 0.33180], [0.67707, -2.61445, 3.01060], [0.13787, -1.66915, 2.47910], [0.07577, -1.40005, 1.24290], [-0.63653, -0.65605, 3.35810], [-0.79453, -0.73775, 4.73480], [-1.60093, 0.20815, 5.35730], [-2.25223, 1.17265, 4.59790], [-2.04903, 1.15755, 3.22790], [-1.24063, 0.28525, 2.65640], [-2.85083, 2.00165, 2.20340], [-3.62323, 2.83775, 2.60790], [-2.61633, 1.63955, 1.01490], [-0.30083, -1.52675, 5.28120], [-1.74123, 0.18325, 6.42810], [-2.91533, 1.90495, 5.03000], [2.40187, 0.82105, 2.13930], [3.09447, -0.23625, 1.33670], [4.20267, -0.88935, 1.86290], [4.90777, -1.82185, 1.12220], [4.50707, -2.12415, -0.16980], [3.39287, -1.50895, -0.70750], [2.68537, -0.56505, 0.03900], [1.26297, 0.29725, -0.67020], [0.91767, -0.53555, -2.25130], [0.55567, -1.87845, -2.08280], [0.20277, -2.65195, -3.16950], [0.17377, -2.07495, -4.43100], [0.55277, -0.75435, -4.60060], [0.94107, 0.04015, -3.52650], [1.40487, 1.43905, -3.77440], [1.82997, 2.02205, -0.80390], [3.15067, 2.43275, -0.88440], [3.44327, 3.78835, -0.82040], [2.43157, 4.71365, -0.60510], [1.11537, 4.30315, -0.48930], [0.79237, 2.95385, -0.62080], [-0.58593, 2.45685, -0.59350], [2.33977, 0.52255, 3.18430], [1.38277, 1.02215, 1.76240], [2.96867, 1.75275, 2.08770], [4.52367, -0.65125, 2.86620], [5.77027, -2.30955, 1.55200], [5.06187, -2.83995, -0.75490], [3.08067, -1.75325, -1.71210], [0.58607, -2.29755, -1.08470], [-0.04633, -3.69555, -3.04770], [-0.13073, -2.66315, -5.28360], [0.56607, -0.32125, -5.59030], [1.49507, 1.61325, -4.84270], [2.38007, 1.60845, -3.32290], [0.70927, 2.16795, -3.36090], [3.93987, 1.70135, -0.99210], [4.46257, 4.12695, -0.91740], [2.67397, 5.76135, -0.51570], [0.33207, 5.02695, -0.32200], [-0.92563, 2.14235, -1.59520], [-1.28323, 3.19525, -0.18700], [-6.05833, -2.97815, -0.42120], [-4.77103, -2.24125, -0.53100], [-3.55403, -2.84915, -0.23400], [-2.38883, -2.11165, -0.31340], [-2.37803, -0.83345, -0.68580], [-3.53113, -0.24125, -0.99830], [-4.74073, -0.90385, -0.92830], [-5.88953, -4.04475, -0.30570], [-6.67633, -2.80075, -1.29900], [-6.61433, -2.61825, 0.44460], [-3.51153, -3.88735, 0.05810], [-1.43053, -2.55725, -0.07830], [-3.47853, 0.79345, -1.32130], [-5.65703, -0.38745, -1.17150]],
  "atomic_forces_ev_per_a": [[-1.739, -0.417, 1.952], [0.106, -0.041, -0.194], [-0.375, 0.288, 2.273], [-0.191, 0.834, -2.311], [0.500, -0.663, -0.177], [0.023, 0.081, -0.259], [0.046, 0.047, -0.072], [0.153, -0.117, -0.195], [-0.742, 0.574, -0.295], [0.184, 0.111, -0.648], [0.299, -0.019, 2.710], [-0.078, 0.057, -0.316], [0.881, -0.529, -2.525], [0.031, -0.066, -0.023], [0.004, -0.030, 0.066], [-0.079, 0.051, -0.010], [-0.169, 0.038, -0.029], [-0.006, -0.085, -0.137], [-0.008, 0.088, -0.043], [-0.094, 0.048, -0.043], [0.072, -0.001, 0.049], [-0.127, 0.134, -0.066], [-0.233, -0.171, 0.305], [1.399, 0.563, -1.013], [-0.143, -0.052, 0.298], [0.013, 0.138, 0.046], [-0.074, -0.031, -0.046], [0.044, 0.013, 0.062], [-0.011, -0.023, 0.037], [0.004, -0.082, 0.107], [0.064, 0.071, -0.132], [-0.495, 0.267, 0.255], [-0.089, -0.081, -0.148], [-0.004, 0.013, 0.017], [0.162, -0.079, -0.033], [-0.283, -0.320, -0.136], [1.192, -0.106, -0.042], [-0.373, -0.449, -0.039], [-0.112, 0.027, 0.049], [0.363, 0.001, 0.332], [-0.100, 0.079, 0.014], [0.004, 0.019, 0.119], [0.039, -0.035, 0.025], [0.026, -0.088, -0.082], [0.017, -0.031, -0.018], [-0.030, -0.138, 0.039], [-0.049, -0.050, 0.079], [0.021, -0.034, -0.088], [-0.014, 0.014, -0.087], [-0.046, 0.082, -0.061], [-0.013, 0.086, -0.059], [0.027, 0.138, -0.024], [0.091, -0.026, -0.004], [0.129, -0.011, 0.056], [0.023, 0.094, -0.002], [-0.094, 0.082, 0.038], [-0.081, 0.078, 0.053], [-0.057, -0.516, 0.096], [-0.120, -0.046, 0.020], [0.244, 0.169, -0.008], [0.039, 0.207, -0.149], [-0.036, -0.675, 0.034], [0.536, 0.543, 0.456], [-0.624, 0.135, -0.286], [0.256, -0.048, -0.044], [-0.068, -0.065, 0.000], [-0.053, -0.043, -0.039], [-0.047, -0.017, 0.050], [0.026, -0.064, 0.039], [-0.085, 0.070, 0.102], [-0.053, -0.077, 0.172], [-0.019, 0.084, -0.066]]
}



[3]
{
  "formula": "C34H30N4O3RhS",
  "method": "ωB97M-V with the def2-TZVPD basis set",
  "lumo_ev": [-3.5, -5.5],
  "orbital_gap_ha": [0.25104, 0.17880],
  "energy_ha": -2266.69244,
  "s2": 6.044,
  "spin_multiplicity": 5,
  "total_charge": 1,
  "species": ["Rh", "C", "O", "C", "C", "C", "C", "C", "C", "C", "N", "C", "C", "N", "C", "C", "C", "C", "N", "C", "C", "N", "C", "C", "C", "C", "H", "H", "H", "H", "H", "H", "H", "H", "H", "H", "H", "H", "H", "H", "C", "C", "O", "S", "C", "C", "C", "C", "C", "C", "C", "C", "H", "H", "H", "H", "H", "H", "H", "C", "C", "C", "C", "O", "H", "H", "H", "H", "H", "H", "H", "H", "H"],
  "coordinates": [[-13.13266, -12.56904, 4.56607], [-21.93181, -20.29208, 11.70567], [-21.78969, -18.89806, 12.02188], [-20.89337, -18.23664, 11.26157], [-19.87016, -18.85113, 10.62749], [-18.91253, -18.13634, 9.86920], [-19.08934, -16.78012, 9.82520], [-20.14735, -16.13627, 10.46815], [-21.04125, -16.86339, 11.24307], [-18.20864, -16.04152, 8.89100], [-17.02990, -16.56011, 8.45083], [-16.37167, -15.50752, 7.75613], [-17.14640, -14.35528, 7.81706], [-18.36078, -14.70776, 8.42364], [-16.70666, -13.21502, 7.08145], [-17.43582, -12.04488, 6.90010], [-16.92624, -11.01222, 6.14219], [-15.64620, -11.08736, 5.69453], [-14.83578, -12.18160, 5.89622], [-15.35176, -13.26731, 6.53581], [-14.55952, -14.50383, 6.52920], [-13.31184, -14.44246, 5.97055], [-12.57297, -15.56280, 5.87232], [-13.00176, -16.75486, 6.53379], [-14.23645, -16.76603, 7.17719], [-15.07264, -15.67723, 7.13652], [-22.50153, -20.72014, 12.53306], [-21.04313, -20.83139, 11.64005], [-22.51830, -20.37055, 10.82047], [-19.78974, -19.92820, 10.63162], [-18.13483, -18.56466, 9.27790], [-20.15000, -15.07611, 10.48655], [-21.89732, -16.42062, 11.81392], [-19.04816, -14.18481, 8.82345], [-18.46211, -11.92306, 7.27309], [-17.45336, -10.08172, 6.02700], [-15.32400, -10.23690, 5.14823], [-11.69141, -15.48225, 5.28092], [-12.39462, -17.68420, 6.38911], [-14.42897, -17.61178, 7.76438], [-15.87637, -15.23057, -3.83764], [-15.90753, -16.68099, -4.14440], [-16.13944, -17.26459, -5.16634], [-15.43707, -17.73187, -2.75460], [-15.12545, -16.59714, -1.39820], [-16.05397, -16.42259, -0.41160], [-15.71452, -15.73332, 0.74858], [-14.47636, -15.13433, 0.98274], [-13.65907, -15.13966, -0.15777], [-13.94276, -15.83161, -1.32513], [-14.07175, -14.33914, 2.08701], [-13.95417, -13.62143, 3.10069], [-16.13955, -14.73583, -4.77297], [-14.85572, -15.03002, -3.43045], [-16.59375, -15.05086, -3.03418], [-16.99185, -16.85204, -0.65329], [-16.51445, -15.81373, 1.42687], [-12.71924, -14.63767, -0.23010], [-13.22894, -15.75674, -2.19957], [-11.61614, -10.35897, 2.48935], [-10.89842, -10.76332, 3.74809], [-9.82912, -11.80282, 3.64263], [-10.10017, -9.56193, 4.32715], [-11.81664, -11.13702, 4.75032], [-10.87062, -10.13017, 1.68152], [-11.93892, -9.34716, 2.57195], [-12.34462, -11.15583, 2.17721], [-9.04052, -11.42431, 2.94462], [-10.21302, -12.73244, 3.31066], [-9.37980, -12.01085, 4.60807], [-9.52314, -9.15807, 3.50809], [-9.41454, -9.67490, 5.14349], [-10.89487, -8.77249, 4.58906]],
  "atomic_forces_ev_per_a": [[0.268, -0.027, 0.252], [-1.900, 0.917, 1.554], [0.073, -0.847, -0.143], [-0.927, 0.311, 1.121], [2.411, -0.983, -1.868], [-1.920, -0.368, 1.168], [0.260, 1.408, -1.631], [-0.043, -0.869, 1.028], [-0.423, 1.391, -0.168], [2.884, 0.460, -1.179], [-1.145, 1.997, -0.106], [-1.647, -2.106, 1.809], [0.116, -1.074, -0.805], [3.077, -3.504, -0.174], [1.191, 0.257, 0.064], [-0.888, 0.207, -0.221], [-0.422, -0.133, 1.128], [1.319, -1.719, 0.243], [-1.807, 0.905, -0.339], [-0.965, 0.658, -0.348], [0.621, 0.268, 0.288], [-0.343, -0.581, -0.430], [-2.059, -0.066, 1.326], [0.437, 0.397, -1.354], [1.821, -0.330, -0.494], [-0.550, 2.616, -0.058], [-0.005, 0.114, -0.112], [1.544, -0.675, -0.102], [-0.320, -0.231, -0.895], [0.094, 0.104, 0.058], [0.309, -0.520, -0.015], [-0.377, 0.883, -0.106], [1.051, -0.315, -0.663], [-1.967, 2.241, 0.853], [0.525, -0.359, 0.039], [-0.292, 0.015, -0.215], [1.119, 0.291, -0.468], [0.642, -0.102, -0.136], [-0.602, 1.036, 0.570], [-0.871, -1.131, 0.546], [0.295, -0.113, -0.320], [0.385, -1.117, 0.141], [-0.118, 0.739, 0.211], [0.080, -0.075, 0.576], [1.280, 0.554, -1.386], [1.178, 0.179, 0.048], [-0.882, -0.789, 0.048], [0.126, 0.276, -1.530], [0.766, -0.385, -1.213], [0.263, -0.432, -0.373], [-1.010, 0.305, 1.270], [0.614, -0.411, -0.999], [0.216, 0.464, 0.319], [-0.944, 0.351, -0.698], [0.017, 0.281, -0.168], [-1.014, -0.340, 0.734], [-0.507, 0.618, 1.462], [0.424, 0.563, 0.663], [-0.850, -0.363, 1.267], [1.306, -0.645, -1.427], [1.544, 1.228, 1.731], [1.010, -0.125, -0.799], [-2.615, 2.142, -0.746], [-1.080, -1.219, 0.163], [-0.376, -1.092, 0.388], [-1.499, 0.507, 0.538], [0.471, 1.128, 0.060], [-0.591, -0.565, 0.521], [-0.373, -1.132, -0.787], [0.073, 0.253, 0.183], [0.213, 0.284, -0.308], [-0.042, -0.727, 0.561], [1.350, -0.876, -0.149]]
}



Which formula does entry 3 have? C34H30N4O3RhS